No. 1
Entry from the OMol25 dataset: a molecular structure, C26H28AsF3N4O4ReS2 (ωB97M-V/def2-TZVPD).

Geometry (Å):
F 0.3817 -9.2788 -0.5903
H 3.1640 0.3449 -4.5854
C -1.8642 -1.5012 1.0095
O -1.6269 -0.8080 -0.0331
S -1.3830 2.2116 -0.2729
C -1.5897 -1.3353 -3.1261
O 1.6012 2.5632 3.5468
H 3.1374 -6.9812 0.1625
H 0.8857 -0.6871 -4.8917
H -2.2560 -2.0570 3.6919
C 0.3692 5.5140 0.8455
F 2.2109 -9.1602 0.5289
C 3.2262 0.9692 -0.3982
H -1.1600 -4.5423 0.0325
C -0.2259 -5.0842 0.0463
H 3.1167 -4.5183 -0.1037
C 0.3529 0.6147 2.9982
C 0.9429 -2.9710 -0.1803
C -1.3866 -2.0825 -4.4398
C 2.3179 0.6590 -3.9784
H -1.5930 -2.0384 -2.2906
H 1.7334 -1.3687 -3.4846
C 0.9790 -4.3786 -0.0585
C -1.1133 -0.9871 2.2455
H -0.3149 1.3089 -5.5756
H -1.1144 -0.9079 5.6211
C 0.9871 -8.6240 0.4221
H 2.6831 0.9055 -2.9814
H -1.3786 -1.3999 -5.2889
S 4.7732 1.2685 -0.4048
C -1.4823 -1.3200 3.5403
C 2.1924 -5.0699 -0.0234
H -1.8185 1.9456 -2.9715
H 1.8804 1.5503 -4.4293
N -0.7521 4.6197 0.6293
H 1.7897 5.5806 -0.8403
C 1.4579 4.8986 -0.0571
C -1.2081 1.5822 -5.0132
C 1.1349 1.8966 2.6362
H -2.1947 -2.7942 -4.5870
H 1.3668 2.9491 -0.9024
H -0.4517 -2.6398 -4.4293
C -0.2112 -6.4563 0.1854
H -1.9826 0.8378 -5.1962
As -0.2185 0.0204 -2.7104
Re 0.2148 0.1690 -0.2259
H -1.5820 4.6463 1.1970
H 0.5315 0.9229 5.0848
F 0.3225 -8.9799 1.5390
H 2.3179 4.5719 0.5289
H -1.5667 2.5382 -5.3907
C 0.0519 0.3278 4.3222
N -0.1858 -0.0649 1.9942
C 1.2846 -0.4595 -3.8984
C 2.2039 -6.4426 0.1212
H 0.6640 5.5067 1.9002
N 0.7951 3.7536 -0.6667
H 0.1045 6.5328 0.5539
H -2.5542 -0.8173 -3.1147
C -0.3859 3.5409 -0.0653
C -0.8581 -0.6749 4.5990
C 1.0031 -7.1352 0.2252
H -0.1720 2.4753 -3.3274
C 0.9272 -1.7584 -0.2672
O -2.6360 -2.4343 1.0933
H -1.1315 -7.0139 0.2742
O 1.0951 2.1688 1.4157
N 2.0594 0.7714 -0.4655
C -0.9086 1.6870 -3.5223

Computed properties:
2S+1: 2
Orbital gap (alpha / beta) in eV: 5.8 / 6.0
Relative energy (zero: lowest compared OMol25 entry of this formula, charge and spin) in eV: 2.138
HOMO energy (alpha / beta) in eV: -7.94 / -7.77
Lowest unoccupied orbital energy (alpha / beta) in eV: -2.1 / -1.8

No. 2
Entry from the OMol25 dataset: 20 unconnected molecules or ions with the total composition C4H49FO22PS (ωB97M-V/def2-TZVPD).

Geometry (Å):
H 1.3016 -5.0849 -1.4450
O 1.8284 -3.7978 -2.9080
H -1.4928 0.6261 4.8120
H 2.6401 3.0759 -1.4259
O -0.3138 -3.1472 5.9738
H -2.5821 1.6830 4.9169
H -2.8530 -3.6740 0.4143
H 2.0629 -3.0699 -3.5045
O 1.2355 -5.6625 -0.6721
H 0.8177 -3.9223 3.2069
O 2.6764 -0.9566 -7.8351
H 3.0819 -1.5404 0.7970
O -2.5029 3.0005 -2.8367
O 2.4377 -2.5157 7.1790
H 2.0257 -1.3874 -0.5814
H 2.4447 -4.5002 -3.1475
H 3.8362 0.4173 -4.4822
O -1.7745 1.4667 4.4359
H 1.4017 0.1871 2.0515
H 2.9952 -2.6242 6.4015
C 1.1605 -2.4546 1.0945
H 3.1998 -1.1052 -8.6302
O -3.9726 3.9043 0.9731
H -2.8469 2.0172 -6.1962
H 0.1707 4.4457 2.9112
H 3.2684 -0.4732 -7.2476
H 0.1189 -2.4318 0.7353
H 1.7669 -2.0881 -6.2503
H -2.8461 6.9445 1.1747
H -3.7252 4.6261 0.3844
C 2.0416 -1.3134 0.5123
O -1.5387 1.9074 1.2243
H -0.1361 -2.5608 -2.2951
H 1.5747 -3.4136 0.7178
H 0.9635 0.5160 -0.9603
O -2.6359 6.9209 0.2348
H 2.6093 0.5031 -3.5895
P 1.2317 -2.6181 2.8865
H 0.9917 -3.2964 -5.7415
H -0.2037 -2.4491 5.3251
H 0.9725 1.9308 0.0810
O 2.8979 0.5274 4.0780
H -4.8830 4.6826 -2.0011
H 3.5208 1.2150 4.3411
C 1.7231 0.1280 1.0038
O -1.2061 -0.5229 1.3242
H 2.5505 -2.4565 3.3445
O -4.0154 -2.8731 2.2964
H -4.0894 5.8779 -2.5093
F 0.3728 -1.5407 3.5993
H -0.3127 3.8863 1.5813
H 3.0300 -2.1398 7.8408
H -2.4273 -2.2458 0.1188
H 2.6681 0.6850 0.9825
H -2.2195 2.1635 -2.4447
H -3.3104 3.2236 -2.3624
H -4.6910 -2.8728 2.9836
H 2.2156 0.5482 4.7588
S -0.9731 0.6066 0.4694
C 0.7499 0.8591 0.0564
O 1.6836 -2.6767 -5.4867
O -4.1849 5.2965 -1.7449
O -2.1698 2.5803 -5.8074
H -3.4543 -2.1181 2.5072
H 3.0532 2.3065 -2.6739
H -3.3155 6.3543 -0.1502
O 2.9901 0.8716 -4.3963
O -2.1271 -3.1592 0.0397
O 2.7553 2.1791 -1.7614
O -1.6796 0.5462 -0.7692
H 0.5431 -6.2916 -0.9011
O 0.0732 -1.6278 -2.1595
H 0.1484 -2.8139 6.7552
H -3.3603 3.2001 0.7357
H -1.3193 1.7800 2.1713
O 0.3734 4.4406 1.9691
H -2.3857 2.6011 -4.8645
H -0.6560 -1.3060 -1.6191

Computed properties:
Orbital gap in eV: 8.6
HOMO energy in eV: -12.15
Total charge: +1
Lowest unoccupied orbital energy in eV: -3.5

No. 3
Entry from the OMol25 dataset: 12 unconnected molecules or ions with the total composition C48H82O31 (ωB97M-V/def2-TZVPD).

Geometry (Å):
C -7.4412 -1.6864 -1.2847
O -5.1098 -1.8277 -2.0714
O -3.6007 2.8924 -1.4901
C -0.3111 -3.0006 2.6939
C 1.4926 1.1403 4.5532
H -7.1445 -0.8808 -0.6045
H -4.9444 2.6567 2.4895
C 5.1171 -0.2759 0.5370
H -0.0861 8.3700 5.3655
H -0.3228 -1.6602 -1.8056
H 2.9594 -4.6879 -5.1362
H 7.5892 -0.4229 -0.8518
C -2.9677 0.5045 3.1213
C -6.3013 -2.5908 -1.6682
H 3.1414 5.4010 6.4614
C 3.8723 6.5705 4.7502
H 7.5016 -0.7764 -3.2196
C 6.8174 -0.0864 -2.6956
O 0.5961 -0.0306 0.4801
C 0.0846 3.1130 5.4254
C -1.2571 -0.9953 -1.9226
H 4.4792 1.2662 1.6807
C -0.3829 7.4460 4.9343
H -2.4878 -2.6303 2.3992
O 2.9478 -1.5271 -4.5993
H 3.1969 -3.4617 -3.2071
H 3.8459 -4.3727 -0.9240
H 2.5773 4.8217 4.8581
H -0.6555 -5.5415 -5.8243
H 1.9034 -5.9858 -5.1169
O -1.3560 4.1071 2.4909
O -4.3513 -6.8933 0.1726
C 2.1283 0.3665 -3.3598
H 5.8363 5.8622 1.0500
H -2.3605 -4.9466 -0.5398
H -1.6613 2.5918 -5.8025
H -3.4700 5.0325 -0.4162
C 0.7969 -4.2406 -4.8930
O 1.2196 6.1705 3.5908
C 0.0944 1.0127 0.1436
O 0.0936 -5.3969 -1.6988
H 0.7839 -3.2447 -5.3197
H -5.9703 -3.1611 -0.8165
H -7.4452 -3.2246 -3.4651
H -3.8439 -7.9701 -2.1304
O -0.3059 -4.3347 3.3303
C 3.9769 0.5325 1.0661
H -3.2317 1.7387 0.3620
H 5.7304 2.9209 -0.0322
C -4.6461 -2.3460 -3.2218
O -3.6414 -2.0028 -3.8138
H 1.2450 -1.7713 1.7304
H -7.8849 -1.2519 -2.1946
H 6.2880 4.3902 -0.9036
H -0.9285 4.0026 -4.9478
C -2.9751 -5.6240 -1.0994
H 7.1974 3.8113 0.4946
C -2.4488 4.8086 -0.6910
C 0.9317 -2.8146 1.8659
C 2.6467 -1.0163 -3.5960
C 1.9702 -4.9942 -5.5145
H -1.3845 -2.5554 0.9470
H -1.7405 5.5718 -1.1114
C -1.6377 -0.2788 -0.6293
H 1.5914 0.6238 -4.2485
O -0.6040 -5.7499 -3.8134
H -0.3688 -2.2198 3.4421
H 0.0270 2.9226 1.0728
C -1.1917 2.9360 -4.8583
C -2.1660 2.6801 -3.6778
H -5.6092 1.9264 0.2469
H 1.4478 0.1607 4.0987
H -1.3718 -4.2063 -4.8975
H 1.9874 -4.8491 -6.5931
H -2.1047 1.6444 -3.2556
H 4.8896 6.2199 4.8713
H -2.6356 -5.7299 -2.0937
O 4.2635 3.4386 3.8915
H -3.4609 3.3166 1.9364
C 3.8980 4.7681 0.7238
C -5.1748 1.0353 0.6550
C -0.8024 3.5300 3.3542
H 3.5072 1.0694 0.2015
O -0.2152 2.2813 3.2683
H 3.6406 4.2187 -0.1886
C 0.1983 -5.1132 -2.8504
H 1.0168 3.6215 5.5677
H 1.6435 2.3115 0.7591
O -4.2535 -5.1728 -1.2354
H -2.6628 -0.0429 -0.6606
O 1.0011 -4.1793 -3.4240
H -1.9942 4.3973 0.2485
C 2.8648 5.6988 5.4530
O -6.2204 -5.6927 -0.2648
H 7.1141 0.9152 -2.7974
H 1.9942 1.0567 5.5209
O -1.2508 -6.2690 2.7730
H 3.5037 -2.8082 -0.2232
O -3.4728 1.7194 3.4183
C -3.0395 -6.9850 -0.4147
H 2.2537 -3.7111 -1.0193
O -1.6797 3.5454 -2.5801
H 1.4786 0.5042 -2.5048
H -5.8354 0.6951 1.4771
O -2.5040 -0.3129 3.8704
O 5.4904 4.4120 2.3533
C 4.3699 4.0163 2.8402
O -3.1842 0.2170 1.8299
O -5.4776 -3.2818 -3.7725
H -0.2050 2.3825 -4.7852
C -2.6284 3.6248 -1.6015
C -0.5607 -4.8844 -4.9934
C -3.8482 1.3842 1.2103
H 3.7842 7.5686 5.2443
H -3.1948 -8.9858 -0.8611
O -0.7590 3.9182 4.6480
H 2.1002 1.7845 3.9086
H -5.1733 0.3300 -0.1733
H 0.8499 -3.2126 0.8066
O 2.6682 -1.6106 -2.3892
H -0.9096 7.0390 5.7911
H 4.5519 -2.5558 -2.6471
C -1.1543 -5.0952 2.6148
H -3.2232 2.8740 -3.9362
H -0.4162 2.9282 6.4059
H 1.7841 -3.2062 2.4430
C -3.8988 2.3973 2.2577
O -1.0625 1.0651 -0.5125
H 3.4292 5.7329 0.6606
C 6.2097 3.8995 0.1166
C 3.3018 -3.4354 -1.0867
H 3.6413 6.7531 3.7008
H 5.8928 -0.1500 -3.2914
C 5.4079 4.8918 0.9703
H -8.1980 -2.2460 -0.7031
H -0.6490 1.1122 4.8795
O 5.6008 0.2535 -0.6330
H -6.6183 -4.5620 -2.7004
C 6.6029 -0.5372 -1.3147
C -3.0120 -8.0789 -1.4094
H 2.9478 1.0247 -3.1310
H -2.2878 -7.0383 0.3252
H 0.6076 2.9400 -0.5862
O 5.5976 -1.2334 1.0431
H -1.3488 -0.8322 0.2454
C 0.1906 1.8372 4.5958
H -2.0014 -1.6794 -2.2628
C -1.6199 -3.0378 1.9186
C 3.4684 -2.8117 -2.4247
H 6.1928 -1.5414 -1.2255
O 3.4001 4.0979 1.8922
C 0.8899 6.6594 4.6583
C 0.6458 2.3884 0.3786
H -1.0213 7.5757 4.0688
H -0.9885 -0.3729 -2.7690
C -6.5685 -3.5067 -2.8955
O -1.8378 -4.4493 1.6574
H 3.2036 -0.0254 1.5890
H -2.0069 -8.0630 -1.8952
O 1.6240 6.4484 5.7316
C -5.0670 -5.9112 -0.4091

Computed properties:
Orbital gap in eV: 10.6
HOMO energy in eV: -10.29
Lowest unoccupied orbital energy in eV: 0.3

No. 4
Entry from the OMol25 dataset: a molecular structure, C4H9NO3 (ωB97M-V/def2-TZVPD).

Geometry (Å):
H -0.8106 1.9427 0.6619
H 1.1438 -1.7120 -1.1365
C 0.9403 -0.6741 -2.0351
C 0.5541 0.2547 -0.0041
H 1.5788 0.1171 0.3417
H 0.1912 -0.8871 1.6614
H -3.5192 -0.4229 1.1105
H 0.7239 2.5233 -0.0054
H 0.7205 -0.8408 -3.0838
N 0.4036 0.2707 -1.4184
H -0.7722 -1.3930 0.1286
O -2.6319 -0.6868 0.8203
C -0.3113 -0.6253 0.7308
O 0.8099 1.8266 1.8726
C 0.2845 1.8345 0.7433
H -1.3238 -0.0620 1.1943
O 2.0183 -1.4656 -1.5821

Computed properties:
Orbital gap in eV: 5.8
Relative energy (zero: lowest compared OMol25 entry of this formula, charge and spin) in eV: 10.562
HOMO energy in eV: -9.19
Lowest unoccupied orbital energy in eV: -3.4

No. 5
Entry from the OMol25 dataset: 12 unconnected molecules or ions with the total composition C33H96N6O15 (ωB97M-V/def2-TZVPD).

Geometry (Å):
C 4.1682 -1.8133 2.2839
C 0.1017 -3.0898 -1.6212
H -1.4012 -0.1799 -4.8270
H -2.2542 4.7941 -3.3289
H -2.1290 0.6722 -0.4656
H 3.9910 -0.5083 -0.6040
H 2.5531 2.5961 4.6068
H 3.0233 -0.5027 6.5760
H -4.7043 0.0783 2.9260
H -0.1132 1.3453 3.8048
H -3.3870 2.7737 -1.6892
H -6.0199 1.3068 -4.8845
C 4.9693 1.7457 5.2579
H 0.6230 4.1508 3.5203
H 2.3390 2.3980 -1.9358
H 5.0353 2.7935 5.2418
C 0.7361 -3.9624 3.6526
O 4.2219 -2.3575 3.5880
O -0.9391 3.6517 2.3439
H -2.7386 4.5626 2.4733
C -1.6918 -4.4177 2.6851
H 2.9798 -5.3822 1.7838
N 3.8295 -0.2342 6.0426
H -1.2963 -0.8653 -0.6346
H 4.4702 -0.8004 2.4458
H -2.8519 1.7446 3.3111
O 5.5023 -0.4717 -2.0122
H -0.2605 -5.0579 -2.4774
O 1.3226 1.0580 5.2460
H -3.5464 1.9127 4.8638
H -3.6256 -1.0034 -3.7448
H 1.7789 2.2320 -4.5595
H -0.8596 -2.7078 -2.0405
C 0.3827 0.5311 4.3073
H 3.3809 1.6660 6.6605
C -4.0106 1.5849 -5.4914
O -0.1040 -3.2210 -0.2407
H -3.5646 0.0235 -6.8300
C 4.6245 1.9656 -0.4573
C -3.6784 -1.0782 -2.6380
H 0.8840 -2.2860 -1.7855
H 5.3463 -2.4531 -2.5903
C 0.9207 1.6626 -4.2201
H -0.2364 -2.3335 1.6799
H -4.7456 -1.1404 -2.4315
H 2.5906 1.1106 3.6883
H -4.2485 2.2650 -6.3754
H -5.3150 2.7178 -4.1189
O -2.8883 3.3336 -4.3650
H 4.4104 3.0206 -0.3218
O 1.7031 -4.8704 -1.7547
H -1.8978 2.1536 -5.7159
H 6.9593 -1.8463 -2.1746
H -5.0269 -0.1459 -6.0815
C -2.6399 2.0873 -4.9369
H 0.7784 -4.0793 -3.4362
H -1.1219 4.4224 -4.6607
H 0.7289 -3.5778 0.1378
C -2.7768 3.2481 -0.8959
H -1.7307 3.0160 -1.1288
H 1.8358 -1.5288 -4.5708
H 4.4131 1.4457 0.5156
H 1.7406 -5.7895 -1.9953
C 5.8854 -1.7885 -1.9186
C -2.2514 3.5952 4.3256
N -3.0109 4.5113 5.1489
C -5.1374 1.6757 -4.4600
H 0.7001 -2.7083 -6.5660
C -0.2884 0.5705 0.5337
H -4.1927 2.9388 3.4996
N -4.0320 0.1554 -5.8931
C 0.4470 3.9013 2.4942
H 0.6377 4.8095 1.8957
H -4.9002 1.0012 -3.6070
H 5.8692 -2.2290 -0.8798
H 0.1030 0.0490 -6.7027
C 3.6615 1.1667 5.7429
C -0.6725 -3.4426 3.3406
H -2.4659 2.8862 1.0371
H -1.4103 5.3968 3.2668
H -1.0788 -3.2470 4.3361
C 2.5298 1.5278 4.7005
H -3.2750 4.0550 6.0191
H 4.7585 -2.4055 1.5543
H 1.3167 -3.1174 4.1416
H -1.1776 3.4736 -3.1508
H 3.0962 -1.7448 2.0148
C 3.9170 1.3003 -1.6249
H -1.4108 -5.4519 2.8553
H -4.5658 -1.6615 3.1621
H -3.3379 -2.3718 -1.2730
H 5.1537 -2.3337 3.9010
O -2.7400 -0.6765 3.3118
C 0.3010 -0.7827 -5.9851
H 0.9862 2.9591 2.2347
C -4.0082 -1.0309 1.2792
C -1.7485 4.0316 -3.8398
H -2.1167 -1.2445 2.8555
H -2.3145 1.2988 -4.2211
C 2.5241 -5.1392 2.7437
O -3.0485 -2.2969 -2.2047
H -0.2431 -0.0090 4.9740
H 0.1892 1.7252 -5.0274
O 1.2886 -4.4776 2.5034
C 4.1791 -0.1952 -1.6474
O -3.6940 -2.3314 0.8107
C 0.5312 -4.3301 -2.3482
O 1.2285 0.2576 -3.9548
H -0.1910 -0.1767 -2.1872
N 2.4799 1.5270 -1.4902
O -0.6008 0.6237 -1.7958
H 3.7807 -0.7328 5.1774
C 1.4908 -0.5401 -5.0320
H -2.9336 4.3061 -0.9951
H -1.3268 3.1298 4.7475
H -2.7059 -4.2919 3.0896
O 0.9959 -0.0819 0.5060
H 4.2826 1.6877 -2.5884
H 3.4429 -0.6814 -2.3188
C -1.1833 0.1911 -0.5690
H -3.1728 -0.2005 -2.1843
H 5.2533 1.4480 4.2280
H 2.3975 -0.2236 -5.5298
H -0.8171 0.2499 1.4199
H 1.6247 0.5566 0.0340
H -2.4056 5.2789 5.4205
H -0.8773 -1.7957 -4.3961
H 5.8590 1.4692 5.8482
H 0.5576 -4.8190 4.3021
H 2.0891 0.7903 -2.0885
H 0.5679 2.1076 -3.2818
H -2.8228 -2.5189 1.2495
C -3.2822 2.4649 3.9540
N -0.6543 -2.1703 2.6027
H 0.1770 -1.8472 -7.7137
H 0.0788 -1.5332 3.0162
C -4.0418 -0.8096 2.7422
N 0.8331 -1.8018 -6.9580
H 2.3969 -6.0434 3.3868
H 5.6812 1.8668 -0.5868
H -1.6426 -4.3992 1.5945
O -3.1863 2.7466 0.4005
C -1.8220 4.3648 3.0632
H -0.1614 1.6462 0.5524
H -1.6924 -1.6075 -5.9150
H 0.9525 -0.1387 3.6191
H -4.9925 -0.8855 0.8569
H 3.1174 -4.3197 3.1837
C -0.9758 -1.1124 -5.2114
H -3.2941 -0.3610 0.8683

Computed properties:
Orbital gap in eV: 9.6
Relative energy (zero: lowest compared OMol25 entry of this formula, charge and spin) in eV: 0.506
HOMO energy in eV: -9.06
Lowest unoccupied orbital energy in eV: 0.5